The following is a DFT calculation (wB97M-V/def2-TZVPD) of a structure of composition C13H14BrF9NO3Se2TaTe2.

```
46
C13H14BrF9NO3Se2TaTe2 | OMol25 | wB97M-V/def2-TZVPD
Ta 0.23970 -0.14601 2.21116
O 3.56381 0.20504 -1.00174
C 3.15945 0.62836 -2.29252
C 2.93098 2.13139 -2.37411
C 1.90686 2.65373 -1.35694
C 0.54089 2.08393 -1.60203
C -0.34263 2.71929 -2.47442
C -1.55001 2.11990 -2.78215
C -1.84595 0.89105 -2.21356
C -0.92300 0.34271 -1.33966
N 0.23636 0.91655 -1.02210
H 4.37557 0.66059 -0.75469
H 2.23308 0.09211 -2.49969
H 3.89326 0.32823 -3.04884
H 2.61770 2.38349 -3.39243
H 3.88290 2.64535 -2.20321
H 1.86685 3.74324 -1.40779
H 2.23605 2.37107 -0.36022
H -0.06943 3.67290 -2.90812
H -2.24525 2.59907 -3.46002
H -2.76632 0.36736 -2.43367
H -1.12098 -0.60596 -0.86557
Se 2.24789 -1.66072 1.73034
Te 4.48108 -0.56378 2.10967
Te 3.49438 1.14502 3.90974
Se 1.75893 1.90681 2.25205
F -1.93470 -4.76646 2.49183
C -0.97917 -3.86826 2.24225
F -0.59624 -3.34370 3.40534
F 0.07107 -4.49205 1.71480
C -1.47298 -2.73705 1.28432
O -0.60276 -1.68643 1.34521
C -1.51439 -3.30674 -0.17202
F -2.31603 -2.56552 -0.95507
F -1.97437 -4.55842 -0.19891
F -0.29657 -3.28521 -0.70686
C -2.89343 -2.25503 1.69638
F -3.84932 -3.12717 1.37967
F -3.17089 -1.09563 1.09611
F -2.94831 -2.03513 3.01414
C -2.05511 2.02835 1.45998
O -1.11946 1.01802 1.70111
H -1.58257 3.00256 1.60064
H -2.88081 1.92090 2.16400
H -2.43190 1.95091 0.43901
Br -0.25424 -0.42866 4.57856
```

## Properties
* E_LUMO: -1.088 eV
* energy relative to the best compared isomer or geometry (same formula, charge and spin): 11.1 kcal per mole
* HOMO-LUMO gap: 6.52 eV

---

The following is a DFT calculation (wB97M-V/def2-TZVPD) of an isolated molecule of C13H14ClN3O3.

```
34
C13H14ClN3O3 | OMol25 | wB97M-V/def2-TZVPD
C -5.02300 -1.02861 1.74770
C -4.67365 -0.53650 0.35644
O -3.58824 0.39036 0.46545
C -3.20578 0.98827 -0.65210
O -3.73773 0.85990 -1.71926
C -1.99024 1.87774 -0.39467
N -0.81730 1.04168 -0.37149
N -0.88072 -0.30651 -0.52985
C 0.33358 -0.73884 -0.48567
C 0.70368 -2.17074 -0.57333
N 1.22277 0.29705 -0.28595
C 2.62389 0.25772 -0.18739
C 3.37725 -0.52256 -1.05844
C 4.75479 -0.54780 -0.94968
C 5.37919 0.21950 0.02132
Cl 7.10069 0.18735 0.15563
C 4.63763 1.01807 0.87846
C 3.26009 1.03451 0.77585
C 0.46627 1.47238 -0.19826
O 0.85429 2.60223 -0.01868
H -5.84005 -1.74152 1.68827
H -4.16075 -1.51119 2.19920
H -5.32394 -0.19523 2.37667
H -4.36030 -1.36043 -0.29331
H -5.52233 -0.03034 -0.11681
H -1.89921 2.61660 -1.19683
H -2.09629 2.38786 0.56818
H 1.56856 -2.37996 0.05237
H 0.93645 -2.44898 -1.60053
H -0.14388 -2.76714 -0.24761
H 2.89278 -1.09526 -1.83284
H 5.34281 -1.15199 -1.62222
H 5.13461 1.62083 1.62164
H 2.67406 1.66154 1.42772
```

## Properties
* E_LUMO: 0.620 eV
* energy relative to the best compared isomer or geometry (same formula, charge and spin): 3.7 kcal per mole
* HOMO-LUMO gap: 9.22 eV

---

The following is a DFT calculation (wB97M-V/def2-TZVPD) of a structure of composition C13H14ClN3O3V in a non-equilibrium geometry.

```
35
C13H14ClN3O3V | OMol25 | wB97M-V/def2-TZVPD
Cl 3.30561 0.42029 2.67513
C 1.57551 1.02429 -1.28395
C 1.18857 -0.25368 -1.80026
C 2.04960 -1.24262 -1.22260
H 0.46246 -0.42938 -2.59533
C 3.04968 -0.57393 -0.42290
C 2.71826 0.83110 -0.43545
H 3.29837 1.61278 0.05056
H 1.17529 1.98771 -1.59129
H 2.08468 -2.31074 -1.44312
C 4.20429 -1.24838 0.24840
V 1.04514 -0.27249 0.49176
C 0.58664 -1.88692 1.29053
O 0.17307 -2.82549 1.88205
C 1.22780 0.72872 2.23567
O 0.82705 1.27803 3.19658
H 3.94472 -2.29097 0.49975
H 4.43234 -0.67093 1.15933
H 5.12642 -1.21743 -0.35363
C -3.47569 2.69365 0.75984
N -2.94161 1.41998 0.28407
C -3.76377 0.55967 -0.37240
C -3.27727 -0.62119 -0.87034
C -1.93041 -0.95842 -0.65445
N -1.11206 -0.12624 0.01986
C -1.60229 1.10272 0.42849
O -0.82792 1.94280 0.92327
N -1.45082 -2.08225 -1.20068
H -3.90612 3.26192 -0.07289
H -2.63781 3.21165 1.21064
H -4.25722 2.50416 1.50119
H -4.80283 0.87635 -0.46839
H -3.91702 -1.34604 -1.38200
H -2.03977 -2.68869 -1.75534
H -0.53285 -2.41005 -0.93210
```

## Properties
* E_LUMO (spin up / spin down): -10.576 / -10.709 eV
* 2S+1: 2
* total charge: +2
* expectation value of S²: 0.81
* HOMO-LUMO gap (spin up / spin down): 5.60 / 5.45 eV

---

The following is a DFT calculation (wB97M-V/def2-TZVPD) of a structure of composition C13H14F3N2O4S2 in a non-equilibrium geometry.

```
38
C13H14F3N2O4S2 | OMol25 | wB97M-V/def2-TZVPD
C -2.49414 -0.73054 -3.76790
C -1.07504 -0.35949 -3.48355
O -0.83171 -0.59761 -2.07747
C 0.47530 -0.37468 -1.80156
C 1.09299 -0.97191 -0.64809
C 2.42075 -1.18699 -0.97745
N 3.53974 -1.45291 -1.23527
O 1.18634 0.28153 -2.56404
H -2.80652 -0.31737 -4.73173
H -2.58044 -1.81301 -3.84988
H -3.16068 -0.37816 -2.97877
H -0.42407 -0.98708 -4.09752
H -0.90359 0.69206 -3.77033
H 0.57828 -1.53377 0.12131
C 2.80271 -0.50469 1.98971
N 1.39811 -0.18959 2.13397
S 0.30655 -1.18920 2.99503
C 0.92523 -2.83557 3.40230
F 0.68046 -3.12564 4.71338
F 0.25324 -3.73781 2.61862
F 2.25283 -2.96565 3.18056
S 0.89770 1.43290 2.40695
C -0.45442 1.67812 1.26955
C -0.36513 2.82033 0.47059
C -1.17597 2.93499 -0.66512
C -2.16864 1.97705 -0.87185
C -2.33976 0.93387 0.03547
C -1.54617 0.83467 1.17903
O 0.38241 1.51249 3.76118
O 1.97151 2.27768 1.97197
H 2.84429 -1.56572 1.71792
H 3.22106 0.12364 1.18434
H 3.35528 -0.34997 2.93087
H 0.36225 3.58439 0.73823
H -0.96901 3.73230 -1.38806
H -2.77868 2.04342 -1.77265
H -3.06800 0.14607 -0.13659
H -1.80507 0.16185 1.99684
```

## Properties
* E_LUMO: 2.718 eV
* total charge: -1
* energy relative to the best compared isomer or geometry (same formula, charge and spin): 20.4 kcal per mole
* HOMO-LUMO gap: 5.97 eV